Entry 1:
C23H47F4N4O4 | the ωB97M-V functional and the def2-TZVPD basis

Cartesian coordinates (Å):
C1 -0.4161 -3.7925 0.5685
C2 2.4922 2.8608 0.1075
C3 -2.7936 5.1851 1.4114
H1 3.0959 4.5671 -1.0093
F1 2.9025 0.2397 1.5147
H2 -2.5236 6.2852 4.2043
N1 2.1141 2.3697 1.3010
H3 2.4545 -8.3817 -4.9776
H4 1.1762 -7.0460 -2.8155
H5 0.5403 -3.5684 0.0883
C4 2.8106 4.2001 -0.0366
C5 1.6166 -8.3520 -5.6776
C6 2.3725 4.5124 2.3010
H6 -2.1936 -2.8933 2.1449
C7 -2.4115 6.8947 3.3092
H7 2.8832 7.0155 1.8571
H8 1.0457 -10.6288 -3.4696
O1 0.5030 -7.6721 -5.1303
H9 2.5475 2.1866 -0.7288
C8 -4.1142 4.1349 3.1139
H10 -0.4394 -4.7337 -1.9536
H11 1.7701 2.7407 3.3278
C9 0.0990 -8.7481 -2.9161
H12 -1.9702 -5.6555 1.8224
H13 -0.6120 -9.3971 -4.8760
N2 -0.6422 5.3584 2.6324
C10 2.8879 7.7133 -1.3512
H14 1.2192 0.8430 2.4042
O2 -1.2321 -2.6593 0.3112
H15 -3.6960 5.7321 1.1106
C11 2.1230 7.1936 -0.1160
C12 3.0445 6.5123 0.9096
H16 4.0987 6.6260 0.6692
H17 -0.2236 -3.8828 1.6462
H18 -4.8803 4.8620 2.8342
H19 -0.0912 -5.8278 0.0739
H20 -0.6512 1.8358 1.1510
H21 -1.4613 6.8376 1.4132
H22 0.5146 -0.5527 0.6095
C13 0.8338 0.4559 0.3560
H23 1.2835 -10.1538 -1.7873
H24 -3.2270 -3.1078 0.7044
N3 0.5013 -7.5210 -2.2206
H25 -0.7654 -9.1582 -2.3855
H26 -4.5858 3.1622 3.2422
H27 -2.1990 -6.7833 0.4865
F2 4.1608 7.9933 -1.1032
H28 -1.7588 7.7266 3.5722
H29 1.9375 -7.7968 -6.5586
C14 2.7368 5.0524 1.0701
H30 0.4904 8.1727 0.2710
H31 -1.9048 -4.2307 -1.5440
C15 -0.3713 -8.4633 -4.3495
F3 2.8800 6.7508 -2.2980
F4 2.3156 8.7844 -1.8644
H32 1.4137 6.4638 -0.5017
H33 -1.2489 0.7204 -0.1186
C16 -0.4217 1.3310 0.2136
H34 -3.0480 -5.2531 0.4775
C17 -2.1038 -5.7284 0.7414
H35 2.3102 5.1344 3.1765
C18 -2.3883 -2.5515 1.1247
C19 2.0718 3.1610 2.3835
H36 2.1935 -9.3506 -3.0481
H37 -3.6663 4.4190 4.0678
H38 -1.2954 -7.8842 -4.2830
H39 -3.3877 7.3037 3.0464
H40 -2.6730 -1.4989 1.1548
C20 1.2208 -9.7778 -2.8084
C21 1.7420 0.9340 1.4569
H41 -0.2948 -6.8870 -2.1852
H42 -2.3022 4.8495 0.4925
O3 1.4167 8.2365 0.5097
H43 -0.1809 4.9300 1.8339
C22 -0.9215 -5.1209 -0.0078
O4 -3.1330 3.9991 2.0959
H44 -0.9973 4.5689 3.1685
H45 1.3549 -9.3697 -5.9809
N4 -1.2661 -5.0136 -1.4309
H46 -0.2430 2.1170 -0.5165
H47 1.3733 0.3624 -0.5824
C23 -1.8122 6.1065 2.1498

Properties
charge = +1
LUMO = -4.222 eV
Kohn-Sham gap = 6.06 eV



Entry 2:
C23H47NNiO2S2Si2 | the ωB97M-V functional and the def2-TZVPD basis

Cartesian coordinates (Å):
H1 4.6158 -0.2905 -1.4099
C1 -2.0107 -1.1760 -2.3041
C2 -2.9465 -2.4341 1.2214
H2 -2.9427 0.0925 3.7225
H3 3.8430 -0.0403 -5.7242
O1 0.9576 1.3188 -4.7658
H4 -1.1595 2.1332 3.1520
H5 0.1116 -4.9893 -1.8229
C3 -0.0707 0.7385 6.6564
C4 -0.7300 -4.4244 -1.4012
H6 2.0974 1.5937 -1.1357
H7 -0.1481 -2.8081 -2.7027
C5 2.8314 0.3299 -5.8671
H8 1.2202 3.1265 -3.8005
C6 4.4832 2.5378 0.4116
H9 2.8246 1.0811 -6.6564
C7 -3.8525 -0.1401 3.1481
H10 -2.4703 0.9735 -0.3473
H11 -4.7597 -0.4857 -0.7886
H12 -0.6977 -0.8435 -4.0351
Ni1 -1.4666 -1.7425 1.9384
H13 -1.8160 -0.1234 -2.0369
C8 -5.0025 -0.6384 0.2712
C9 2.3319 0.9726 -4.5935
C10 -0.6823 1.9870 6.5457
H14 0.4626 -2.7074 -1.0199
C11 -2.2999 0.7722 0.7166
H15 -4.3488 -0.9859 3.6406
C12 4.8219 -0.4362 -0.3414
C13 -0.8883 2.6851 -4.0657
H16 -4.5151 0.7311 3.2220
H17 -1.1403 3.4913 -3.3822
H18 -3.0900 -1.3279 -2.1654
H19 -1.6053 1.8778 -3.9086
C14 -1.0430 2.5209 5.2976
O2 -1.4169 -2.0217 -1.3120
H20 -1.2332 0.5337 0.8289
H21 -0.8084 -4.6967 -0.3370
S1 0.2923 -3.0396 2.6773
H22 4.6897 0.3767 2.8870
H23 -1.6879 -2.3482 -4.1416
C15 0.3383 -1.6619 3.6414
H24 1.5196 1.6330 0.5338
H25 -1.4358 3.5349 5.2317
H26 -5.7549 0.1087 0.5572
H27 1.6170 0.0761 -0.3733
C16 3.7053 0.2126 2.4243
Si1 3.7809 0.7947 0.6336
H28 0.3070 0.3443 7.5958
H29 -0.9793 3.0383 -5.0905
C17 0.0770 -0.0211 5.5003
N1 -0.3393 -0.5452 3.2531
C18 0.5343 2.2520 -3.7896
H30 4.0228 2.9514 -0.5002
H31 2.4462 0.2673 -3.7456
C19 -1.6634 -1.3128 -3.7858
H32 0.5717 1.8019 -2.7769
H33 -2.4381 -0.7665 -4.3471
Si2 -3.4548 -0.5905 1.3525
C20 -0.3876 0.4421 4.2467
H34 -1.6299 -4.7577 -1.9326
C21 -0.9002 1.7534 4.1316
S2 0.7640 -1.6342 5.3574
H35 5.9026 -0.2979 -0.1837
H36 5.5712 2.5520 0.2768
H37 -2.7314 -2.9112 0.2454
H38 4.2197 3.1984 1.2495
H39 -2.4713 1.7231 1.2368
H40 4.5833 -1.4770 -0.0753
H41 -3.4702 -3.1811 1.8494
H42 2.9619 0.7464 3.0299
H43 2.9257 1.8788 -4.3537
H44 -0.8698 2.5701 7.4471
C22 2.1031 1.0499 -0.1771
H45 -5.4528 -1.6345 0.3764
H46 3.4801 -0.8600 2.5145
C23 -0.4019 -2.9520 -1.6473
H47 2.1986 -0.5001 -6.1781

Properties
LUMO (alpha / beta) = 0.474 / -0.535 eV
Kohn-Sham gap (alpha / beta) = 8.01 / 7.57 eV
multiplicity = 3



Entry 3:
C23H47NO15S | the ωB97M-V functional and the def2-TZVPD basis

Cartesian coordinates (Å):
H1 -3.1176 0.7507 -3.0022
H2 -3.4939 -3.0812 -5.6534
H3 5.8540 2.6066 0.2877
C1 4.0489 -3.8838 -1.8272
O1 -3.0346 -2.9021 -3.7197
C2 -4.8263 5.3694 3.2136
H4 -2.2040 3.1505 -0.5253
H5 4.4803 3.6945 0.2791
H6 2.8470 1.3225 4.0178
H7 3.3023 -4.6748 -1.7785
C3 3.6901 2.0113 3.9771
O2 6.9323 -5.8478 -1.7135
C4 -3.1504 3.7095 -0.4995
H8 -3.4167 -1.8149 0.9737
O3 1.7027 -2.5590 -0.6532
H9 6.9150 -6.5140 0.9727
H10 6.6879 -7.8079 -1.1606
C5 -2.7876 -3.5546 -4.9810
H11 -3.7873 3.0559 0.0957
H12 3.6263 2.7771 4.7412
C6 5.6639 -5.5330 -1.4211
O4 5.3574 -4.4306 -2.0789
H13 1.7475 0.6724 -1.5456
O5 -5.0197 5.5907 4.3806
H14 -4.1853 3.1425 4.3454
C7 -3.0102 2.1917 2.8264
H15 -3.4678 -3.6112 0.9866
H16 0.3540 -0.4588 -1.6658
H17 -2.8800 4.5477 -2.4203
N1 4.3692 2.0739 1.6161
O6 -4.1622 4.3714 2.6634
H18 4.7064 1.1438 1.8037
H19 2.1064 1.0942 1.3188
O7 3.5172 -0.9236 -0.3633
H20 2.3405 -1.1887 2.1946
C8 0.3323 0.7106 0.1717
S1 2.1162 -1.2389 -0.2463
H21 -2.9481 -4.6230 -4.8675
H22 -6.8161 7.4010 1.7601
H23 -1.4109 -1.8581 -0.4745
C9 -1.9836 -2.7882 -0.4272
C10 -6.1384 7.2226 2.5864
H24 0.6717 -1.5267 1.6853
H25 -4.2160 -0.5774 -3.4565
O8 -5.4472 6.0363 2.2229
C11 3.7641 2.7188 2.6410
H26 -1.7654 -3.3630 -5.2993
H27 -0.6138 0.1678 0.2714
O9 3.3211 3.8579 2.5341
C12 1.1846 0.5119 1.4174
O10 -1.3204 -4.0164 -2.7788
O11 -5.0519 1.2796 -3.6660
O12 -6.0206 3.1411 -2.9416
H28 -3.4364 0.4133 -4.6672
O13 -3.8208 2.7957 -2.6114
O14 -2.8450 -2.8363 -1.5790
H29 -2.8737 4.5935 0.0753
C13 -3.6680 4.0159 -1.8876
H30 4.4231 2.0921 -0.5232
H31 -1.3081 -3.6370 -0.3660
C14 1.5761 -0.9597 1.4577
H32 8.2305 -7.6992 0.7922
H33 -4.5852 4.5914 -1.8083
H34 -2.0545 2.3626 2.3281
C15 -3.9079 0.4411 -3.6800
H35 0.7081 0.9281 2.3052
C16 -5.0404 2.4664 -3.0670
C17 7.4449 -7.0218 -1.0864
H36 -2.6484 3.8426 4.0264
H37 -2.8806 1.3580 3.5125
C18 4.7594 2.6488 0.3538
O15 4.9569 -6.1474 -0.6682
H38 4.6114 1.4452 4.1421
H39 3.7990 -3.2973 -2.7047
H40 -6.6773 7.1695 3.5312
C19 -2.8529 -2.7312 0.8132
H41 8.4988 -5.9707 0.4058
C20 -3.5383 3.4499 3.5227
H42 -5.4069 8.0230 2.7150
H43 -2.1118 -2.7461 1.6283
C21 -2.2869 -3.3145 -2.6979
H44 -3.7161 1.8620 2.0577
H45 8.3209 -7.3424 -1.6421
C22 1.0536 0.0351 -0.9985
H46 0.0625 1.7535 0.0194
H47 4.0692 -3.3343 -0.8991
C23 7.7815 -6.7958 0.3826

Properties
SMILES = O=S1(=O)CCCC1.CCOC(=O)OC.CCOC(=O)OC.CCOC(=O)OC.CCOC(=O)OC.CNC(C)=O
LUMO = 0.138 eV
Kohn-Sham gap = 10.04 eV



Entry 4:
C23H47NO15S | the ωB97M-V functional and the def2-TZVPD basis

Cartesian coordinates (Å):
O1 -5.4780 -2.4701 -5.0375
C1 6.4616 -3.4774 -5.9772
H1 -4.7323 -4.4039 -2.5760
H2 6.3998 -0.8952 -12.0527
H3 -4.6415 -5.5628 14.2248
H4 0.7009 4.0308 6.6239
O2 -6.8434 -0.8163 -5.6380
H5 0.8688 -0.6525 -0.8677
C2 -4.6744 -4.9863 11.1868
H6 4.1837 5.9381 7.7170
H7 4.8734 -0.6188 -11.4698
H8 1.9678 3.2206 -6.8493
O3 1.7181 5.5158 3.8051
C3 5.6856 -1.3370 -11.3577
H9 -5.2694 -6.6459 13.0317
H10 5.8842 -2.6169 -5.6390
O4 -5.4058 -5.8271 10.6493
O5 6.6149 -2.3558 -7.9945
S1 1.5473 5.7436 5.2309
C4 -5.7175 -1.0923 -4.9356
H11 2.9000 -1.5581 0.4512
O6 -4.2248 -4.9478 12.3578
H12 2.4850 -4.0289 1.4159
H13 -6.6388 1.2539 -6.0558
O7 -4.2335 -3.7942 10.6253
H14 3.9504 -3.0295 1.8318
C5 2.8624 -3.0758 1.7864
C6 3.2249 5.7018 7.2555
O8 0.2343 -2.1384 1.8235
C7 3.0074 4.1843 7.0262
H15 -0.9175 7.4255 -3.4829
C8 -4.6560 -3.4764 9.3001
C9 -3.8023 -2.2510 8.8975
C10 1.6440 4.0468 6.0776
C11 7.3756 -3.3165 -7.2344
O9 0.3276 6.3995 5.7422
O10 -0.2079 4.1208 -6.2119
H16 7.4912 -4.2629 -7.7626
O11 6.8302 -3.5744 -9.9797
H17 -0.5759 -0.6768 0.2598
H18 -3.5083 -6.6122 13.2950
H19 1.4565 3.1986 5.4191
C12 0.4601 4.7123 -5.3530
C13 -4.4146 -6.0079 13.2561
C14 6.4689 -2.5975 -9.3417
H20 -2.6539 7.1990 -3.7716
H21 2.5877 2.7202 -5.2298
H22 -4.3998 -4.3414 8.6884
C15 1.0077 -1.7411 1.0265
H23 5.8062 -4.3041 -6.2512
O12 5.9948 -1.4993 -9.9364
H24 7.0050 -3.8013 -5.0896
H25 -4.1185 -1.7921 7.9608
O13 -5.1338 -0.2052 -4.3510
H26 -1.5605 4.6169 -3.4262
C16 -7.3611 0.5076 -5.7250
C17 -1.7566 6.7417 -3.3547
H27 -3.8719 -1.5905 9.7618
H28 0.9667 0.3445 0.5628
H29 -5.7377 -3.3433 9.2839
H30 3.4566 3.7676 -6.4154
N1 2.2674 -2.1864 0.9256
C18 3.1336 6.3638 5.9036
H31 3.8518 6.0942 5.1293
H32 -1.7103 6.5670 -2.2798
H33 -3.9595 -3.6850 -4.7191
H34 5.3179 -2.2543 -11.8176
H35 -6.0187 -5.0391 -3.8665
H36 3.1011 7.4528 5.8731
C19 0.5018 -0.5525 0.1538
H37 8.3150 -2.9263 -6.8429
H38 2.5679 6.1421 8.0057
H39 3.8325 3.7367 6.4722
O14 -0.0419 5.5636 -4.5148
H40 -6.3022 -3.8589 -2.6224
H41 -4.2372 -2.5482 -3.4807
H42 -7.8550 0.8764 -4.8260
H43 2.6383 -2.7112 2.7889
O15 1.7341 4.5007 -5.1679
C20 -5.5366 -4.2462 -3.2946
C21 -1.3905 5.4690 -4.0844
H44 -8.0639 0.5759 -6.5553
C22 -4.7660 -3.2408 -4.1355
H45 -2.7792 -2.5512 8.6712
H46 -1.9367 5.4288 -5.0268
C23 2.4990 3.5332 -5.9503
H47 2.9236 3.8311 8.0540

Properties
SMILES = O=S1(=O)CCCC1.CCOC(=O)OC.CCOC(=O)OC.CCOC(=O)OC.CCOC(=O)OC.CNC(C)=O
LUMO = 0.461 eV
Kohn-Sham gap = 9.99 eV



Entry 5:
C23H48BN5O7PS | the ωB97M-V functional and the def2-TZVPD basis

Cartesian coordinates (Å):
O1 4.8429 0.4615 0.0910
H1 0.9935 -1.5123 -0.1450
H2 2.0263 0.3334 -1.2243
H3 -9.0636 5.0497 -1.4048
C1 1.5711 2.1148 -2.0686
H4 1.4289 -3.0535 0.6034
C2 0.6954 -2.5580 -0.0371
H5 -3.7609 -0.0547 -0.3364
N1 3.6729 1.2412 3.2645
O2 4.8216 -5.7597 0.4619
O3 3.9544 -4.9490 -1.4321
H6 6.6061 -6.7141 -1.3716
H7 -2.3573 -4.0392 0.6735
C3 4.7882 -5.7663 -0.7325
H8 -8.6483 3.0262 -2.6185
H9 3.9435 -4.3075 -3.3903
H10 -4.2364 2.2945 -0.4459
H11 -7.9249 5.3780 0.6851
H12 -0.6469 -1.1682 1.9138
C4 -8.0067 4.3517 0.3371
H13 3.9570 2.2104 3.3276
C5 -8.4374 2.9933 -1.5534
H14 1.6505 1.8552 2.8438
H15 -1.7628 3.2927 0.8464
H16 5.1720 1.3575 0.2417
O4 -6.7479 3.9689 -0.2476
H17 0.4886 1.9636 -2.0166
H18 1.3393 1.6958 -4.0468
N2 2.2641 1.3100 -1.0433
H19 3.2121 -5.8985 -3.1057
B1 3.8613 0.0202 0.9019
C6 4.4705 -2.4770 0.6305
H20 5.1195 -7.6296 -1.6977
C7 5.5717 -6.6364 -1.6941
H21 -4.1829 3.0664 1.1812
C8 -2.8059 1.3862 0.9136
H22 1.6103 5.7109 -0.0453
H23 3.8140 -2.6510 -0.2193
H24 -3.2978 -2.0348 0.6234
C9 -2.8058 0.0192 0.1889
H25 1.9574 0.1347 2.9645
C10 -0.7254 -2.6620 0.4632
C11 5.3964 -5.9136 -3.0274
H26 0.7682 -3.0545 -1.0057
C12 -1.4361 -3.9408 0.1035
C13 -4.1079 2.1339 0.6226
H27 -2.0374 -0.0056 -0.5901
H28 -2.7533 1.2077 1.9954
N3 0.8942 2.4463 0.5553
H29 -0.7745 -4.7643 0.3813
H30 -0.3205 1.6720 2.1601
H31 6.1732 -5.1564 -3.1406
C14 -2.7107 -1.2379 1.0817
H32 -10.0390 3.9840 -0.3953
H33 -8.1970 3.7022 1.1942
H34 -8.7465 2.0256 -1.1541
C15 -6.9493 3.1518 -1.3083
H35 -0.2056 0.6832 0.7221
P1 1.2446 3.9813 1.1637
H36 1.8001 3.1651 -1.9118
H37 2.9247 -1.6987 1.9564
H38 3.6797 0.8442 4.1953
N4 2.0963 1.7106 -3.3720
H39 5.4301 -6.5633 -3.8986
C16 -0.3128 1.7159 1.0692
H40 4.5915 -3.4076 1.1784
H41 -1.5429 2.2737 -0.5766
O5 -6.0408 2.6448 -1.9006
C17 -1.6138 2.2645 0.5164
O6 2.8094 3.9774 1.5559
H42 4.5744 -1.2723 2.4090
H43 2.4318 0.7528 -3.3451
H44 5.4615 -2.1887 0.2816
C18 -9.0347 4.1617 -0.7724
H45 2.8430 4.1698 2.5078
C19 3.8932 -1.3879 1.5577
H46 -3.1254 -1.0012 2.0649
S1 0.1499 4.5933 2.6049
C20 -1.2831 -1.6974 1.2017
C21 4.0418 -5.2403 -2.8396
H47 -4.9422 1.5022 0.9409
N5 2.6517 0.9606 1.1856
O7 1.2135 4.8327 -0.1829
C22 2.3850 1.0806 2.6290
H48 -1.6590 -4.0376 -0.9624
C23 1.9561 1.5660 0.2685

Properties
charge = +1
LUMO = -3.049 eV
Kohn-Sham gap = 7.52 eV



Entry 6:
C23H48IrNOP3S | the ωB97M-V functional and the def2-TZVPD basis

Cartesian coordinates (Å):
H1 -3.7414 0.0702 2.4597
S1 2.4719 -3.5161 -1.2695
H2 -0.1840 -1.8853 -7.8231
H3 -0.6990 1.9606 -3.9145
C1 1.6987 -2.8670 4.6757
H4 -1.5631 0.3835 3.8012
C2 -2.7379 1.5450 -1.8699
H5 -1.1212 4.1487 -0.3132
C3 2.2445 2.9176 -0.8302
C4 -1.2941 -2.5598 -2.4910
C5 -0.1885 -3.0602 -1.7868
H6 -1.2565 -2.7745 1.8738
C6 -1.1177 3.8216 -1.3505
C7 1.1398 -2.7408 -2.1425
H7 -3.9660 0.4406 0.7164
H8 -0.2994 4.3354 -1.8512
P1 -1.0329 2.0179 -1.5109
H9 -3.0699 1.9505 -2.8264
C8 -1.3355 1.3508 3.3283
H10 0.8278 2.2277 -3.0703
H11 2.1100 -1.2186 -5.8322
H12 3.3058 0.5352 0.5154
H13 2.2876 -1.9276 -3.8412
H14 -2.8148 -0.8262 1.2069
H15 2.5464 2.2515 -1.6423
H16 0.2805 -0.6326 -4.7675
C9 2.7904 1.1506 1.2579
C10 0.3175 -1.4810 2.0845
H17 3.4584 1.9444 1.6097
H18 2.0045 3.5522 2.1315
P2 -1.8664 1.3654 1.5455
Ir1 -0.3325 0.4989 -0.1363
C11 1.3056 -1.9887 -3.3460
H19 3.4431 -2.6118 -1.2336
H20 -3.3265 3.1008 0.5467
H21 0.6055 4.1770 1.2181
C12 -3.2346 0.1507 1.4846
H22 -3.4680 3.0759 2.3115
H23 -1.8736 -1.7321 -4.3717
H24 2.2680 -0.8371 4.2624
H25 -1.8414 2.1510 3.8976
H26 -1.7560 -2.7896 4.1289
H27 2.2176 -2.8417 5.6462
H28 -2.0563 3.8219 1.5504
C13 0.3199 -1.8715 -6.8609
H29 0.0937 0.6261 -3.0902
H30 -0.2527 1.5070 3.4222
C14 1.0324 3.2892 1.6948
C15 -2.7543 2.9766 1.4751
P3 1.3713 1.9710 0.4660
H31 -2.0288 4.2238 -1.8015
C16 0.2299 -1.3973 -3.9821
H32 -0.1434 -2.4880 -6.1088
C17 0.2134 -2.5174 4.9049
C18 -1.0396 -1.8697 -3.6785
H33 -0.1197 -2.9731 5.8493
N1 -0.4431 -2.6930 2.4701
H34 0.0952 -1.4275 4.9861
H35 -0.3590 -3.7119 -0.9398
C19 2.3239 -1.8128 3.7283
H36 -2.8043 0.4571 -1.9265
H37 -3.4349 1.9002 -1.1087
C20 1.4667 -1.2219 -6.7126
H38 -0.6165 -4.1743 3.8730
C21 -0.7198 -3.0725 3.8449
H39 2.4778 0.5195 2.0992
H40 1.8485 -0.6871 -7.5953
C22 -0.1163 1.6904 -3.0361
H41 -2.3211 -2.6546 -2.0906
C23 1.7439 -1.6814 2.4104
H42 0.3749 2.9614 2.5033
H43 3.3759 -2.0781 3.5497
O1 0.1089 -1.2551 0.7097
H44 2.3958 -1.7795 1.5508
H45 1.8188 -3.8792 4.2697
H46 1.6480 3.7497 -1.2168
H47 -0.0798 -0.6028 2.6652
H48 3.1480 3.3220 -0.3559

Properties
charge = +4
LUMO (alpha / beta) = -11.753 / -16.311 eV
Kohn-Sham gap (alpha / beta) = 5.26 / 2.78 eV
multiplicity = 6



Calculated total energy for the records above, in order: -49626.4124; -108666.7405; -67651.0301; -67646.5812; -67211.5046; -69660.8830 eV
F_max for the records above, in order: 0.021; 0.061; 0.049; 0.101; 0.028; 0.096 hartree/bohr